A) Computed, not measured: N2O3S as an isolated structure, with ωB97M-V with the def2-TZVPD basis set.

Positions of all 6 atoms, in Å:
1 N 2.04 -0.31 0.00
2 N -1.46 0.09 0.01
3 O 2.69 0.69 -0.06
4 O -2.13 -0.89 -0.10
5 O -1.76 1.24 0.06
6 S 0.61 -0.82 0.08

Results
HOMO-LUMO gap (alpha / beta) ... 0.27437 / 0.27295 Ha
HOMO energy (alpha / beta) ... -9.3 / -9.2 eV

natural (NBO) population analysis, charges in e, atoms 1 to 5: -0.075 0.422 -0.244 -0.352 -0.332

=====

B) Computed, not measured: a 2-piece molecular cluster, N2O3S overall, with ωB97M-V with the def2-TZVPD basis set.

Positions of all 6 atoms, in Å:
1 N 2.20 -1.56 -0.20
2 N 1.59 -0.67 -0.29
3 O 0.92 0.28 -0.35
4 O -0.95 2.18 0.29
5 O -2.50 0.52 1.29
6 S -1.57 0.88 0.26

Results
HOMO-LUMO gap ... 0.39332 Ha
HOMO energy ... -11.6 eV

natural (NBO) population analysis, charges in e, atoms 1 to 5: -0.052 0.435 -0.380 -0.826 -0.831

=====

Most favorable structure: B). The second most favorable one is 405.9 kJ/mol above it.

=====

A) Computed, not measured: a 3-piece molecular cluster, C4H16N2O2 overall, with ωB97M-V with the def2-TZVPD basis set.

Positions of all 24 atoms, in Å:
1 C -1.98 0.96 1.93
2 C -0.95 0.72 0.91
3 C 0.09 -0.57 0.94
4 N -0.05 -1.29 2.08
5 C 1.58 -0.24 0.59
6 N 2.05 -0.59 -0.75
7 H -1.67 0.66 2.98
8 H -2.07 2.05 2.00
9 H -2.80 0.43 1.57
10 H -0.34 1.48 0.80
11 H -1.39 0.53 -0.12
12 H -0.46 -1.11 0.17
13 H -0.30 -2.17 2.03
14 H 0.05 -0.69 2.94
15 H 1.81 0.76 0.56
16 H 2.16 -0.70 1.32
17 H 2.47 -1.58 -0.74
18 H 1.19 -0.68 -1.41
19 O -2.88 -1.38 -3.03
20 H -3.00 -2.16 -2.56
21 H -1.93 -1.29 -3.09
22 O 2.31 2.36 -1.87
23 H 2.79 1.71 -1.30
24 H 1.62 2.86 -1.41

Results
Structure (SMILES) ... CC[C@H](N)CN.O.O
HOMO-LUMO gap ... 0.33029 Ha
HOMO energy ... -8.5 eV

natural (NBO) population analysis, charges in e, atoms 1 to 5: -0.619 -0.389 -0.043 -0.865 -0.245

=====

B) Computed, not measured: a 3-piece molecular cluster, C4H16N2O2 overall, with ωB97M-V with the def2-TZVPD basis set.

Positions of all 24 atoms, in Å:
1 C -0.18 -0.70 2.55
2 N -0.01 -0.47 1.13
3 C 0.40 0.95 0.82
4 C 1.00 1.02 -0.57
5 C -0.05 0.89 -1.67
6 N -1.19 1.80 -1.74
7 H 0.59 -0.29 3.20
8 H -1.01 -0.21 3.12
9 H -0.26 -1.78 2.68
10 H -0.87 -0.65 0.63
11 H 1.20 1.12 1.54
12 H -0.37 1.71 0.98
13 H 1.80 0.27 -0.66
14 H 1.57 1.97 -0.68
15 H -0.29 -0.17 -1.72
16 H 0.43 0.96 -2.68
17 H -2.02 1.33 -1.37
18 H -1.04 2.66 -1.24
19 O 2.33 -2.10 0.03
20 H 1.79 -1.36 0.36
21 H 3.21 -1.72 0.02
22 O -2.05 -1.58 -1.29
23 H -2.14 -1.54 -2.25
24 H -2.84 -2.12 -1.19

Results
Structure (SMILES) ... CNCCCN.O.O
HOMO-LUMO gap ... 0.35107 Ha
HOMO energy ... -9.0 eV

natural (NBO) population analysis, charges in e, atoms 1 to 5: -0.424 -0.651 -0.229 -0.423 -0.244

=====

Most favorable structure: B). The second most favorable one is 183.5 kJ/mol above it.

=====

A) Computed, not measured: C6H11N as an isolated structure, with ωB97M-V with the def2-TZVPD basis set.

Positions of all 18 atoms, in Å:
1 C -2.33 0.23 -0.92
2 C -1.28 -0.13 0.10
3 C 0.05 -0.68 -0.51
4 C 1.04 -0.34 0.61
5 C 2.49 -0.05 0.23
6 C 0.42 0.90 1.19
7 N 0.21 1.93 1.66
8 H -3.22 0.59 -0.40
9 H -1.96 1.03 -1.57
10 H -2.62 -0.61 -1.57
11 H -1.07 1.00 0.82
12 H -1.65 -0.90 0.80
13 H 0.06 -1.76 -0.76
14 H 0.30 -0.14 -1.43
15 H 1.00 -1.12 1.38
16 H 2.96 -0.95 -0.17
17 H 2.54 0.73 -0.54
18 H 3.06 0.28 1.10

Results
HOMO-LUMO gap ... 0.37448 Ha
HOMO energy ... -9.2 eV

natural (NBO) population analysis, charges in e, atoms 1 to 5: -0.612 -0.433 -0.406 -0.303 -0.591

=====

B) Computed, not measured: one molecule with the formula C6H11N, with ωB97M-V with the def2-TZVPD basis set.

Positions of all 18 atoms, in Å:
1 C 2.00 0.75 -0.05
2 C 0.69 1.37 -0.46
3 C -0.38 0.30 -0.80
4 C -1.03 -0.38 0.41
5 C -1.95 -1.54 0.00
6 C -0.02 -0.88 1.43
7 N 1.17 -0.66 1.48
8 H 2.15 -0.38 1.50
9 H 2.49 0.14 -0.82
10 H 2.71 1.43 0.46
11 H 0.32 2.01 0.36
12 H 0.81 2.03 -1.33
13 H -1.19 0.78 -1.38
14 H 0.07 -0.46 -1.46
15 H -1.64 0.36 0.96
16 H -2.74 -1.19 -0.67
17 H -1.39 -2.32 -0.53
18 H -2.42 -2.00 0.88

Results
HOMO-LUMO gap (alpha / beta) ... 0.28233 / 0.29692 Ha
HOMO energy (alpha / beta) ... -6.7 / -7.1 eV

natural (NBO) population analysis, charges in e, atoms 1 to 5: -0.483 -0.446 -0.395 -0.317 -0.593

=====

C) Computed, not measured: C6H11N as an isolated structure, with ωB97M-V with the def2-TZVPD basis set.

Positions of all 18 atoms, in Å:
1 C -0.82 1.58 0.93
2 C -0.28 0.31 0.20
3 C -0.45 -1.04 0.87
4 C 0.72 -0.82 -1.10
5 C -0.52 0.03 -1.37
6 C 1.21 0.31 -0.14
7 H -0.58 2.42 0.32
8 H -0.19 1.74 1.90
9 H -1.91 1.57 1.22
10 H -1.52 -1.38 0.83
11 H -0.01 -1.25 1.80
12 H 1.10 -2.21 0.28
13 H 1.42 -1.17 -1.91
14 H -0.39 0.98 -1.98
15 H -1.45 -0.46 -1.69
16 H 1.88 0.06 0.70
17 H 1.51 1.20 -0.68
18 N 0.28 -1.88 -0.19

Results
HOMO-LUMO gap ... 0.36174 Ha
HOMO energy ... -8.9 eV

natural (NBO) population analysis, charges in e, atoms 1 to 5: -0.607 -0.031 -0.244 -0.056 -0.414

=====

D) Computed, not measured: a 2-piece molecular cluster, C6H11N overall, with ωB97M-V with the def2-TZVPD basis set.

Positions of all 18 atoms, in Å:
1 C 2.22 0.41 -0.09
2 C 1.10 -0.61 -0.26
3 C -0.31 0.00 -0.12
4 C -2.69 -1.61 0.92
5 C -0.60 1.06 -1.19
6 C -0.49 0.57 1.23
7 N -0.62 1.01 2.29
8 H 2.21 1.16 -0.88
9 H 3.20 -0.09 -0.12
10 H 2.14 0.93 0.87
11 H 1.21 -1.41 0.48
12 H 1.16 -1.08 -1.24
13 H -2.14 -1.80 1.87
14 H -3.20 -0.65 1.16
15 H -1.05 -0.82 -0.24
16 H -1.63 1.41 -1.14
17 H 0.07 1.92 -1.08
18 H -0.43 0.62 -2.18

Results
HOMO-LUMO gap (alpha / beta) ... 0.32322 / 0.31992 Ha
HOMO energy (alpha / beta) ... -9.9 / -9.8 eV

natural (NBO) population analysis, charges in e, atoms 1 to 5: -0.619 -0.378 -0.333 -0.195 -0.594

=====

Most favorable structure: C). The second most favorable one is 67.0 kJ/mol above it.